(1)
This record from OMol25 describes C11H12N2O2S in the gas phase. The level of theory is wB97M-V/def2-TZVPD.

Positions of all 28 atoms, in Å:
C 2.29 1.52 -3.44
C 1.03 1.14 -2.47
H 0.71 0.00 -2.66
O 1.41 1.35 -1.19
C 2.36 0.64 -0.83
C 2.31 -0.88 -0.90
O 3.18 -1.53 -1.42
N 1.05 -1.55 -0.48
C 0.08 -1.06 0.31
N -0.79 -1.80 0.94
C -1.57 -1.37 1.68
C -2.69 -1.90 2.25
C -3.71 -0.85 3.03
C -3.38 0.31 3.22
C -2.45 0.99 2.39
C -1.39 0.28 1.79
S -0.18 0.86 0.82
H -2.17 2.15 2.56
H -4.18 0.85 3.79
H -4.28 -1.47 3.73
H -2.87 -2.87 2.23
H 1.24 -2.55 -0.47
H 3.54 0.64 -1.16
H 2.77 0.75 0.44
H 0.19 1.60 -2.88
H 2.62 2.45 -3.24
H 3.02 0.94 -3.51
H 1.87 1.37 -4.53

## Properties
structure (SMILES) = CCOCC(=O)Nc1nc2ccccc2s1
molar mass = 236.3 g mol⁻¹
multiplicity = 1
LUMO = 0.165 eV
energy relative to the best compared isomer or geometry (same formula, charge and spin) = 931.89 kJ/mol
charge = 0

These are the natural (NBO) partial charges, in e, on atoms 1 to 5: -0.597 -0.071 0.165 -0.504 -0.146

---

(2)
This record from OMol25 describes 2 unconnected molecules or ions with the total composition C11H12NO2. The level of theory is wB97M-V/def2-TZVPD.

Positions of all 26 atoms, in Å:
C 0.31 0.06 -3.39
C 0.73 -0.29 -0.82
C -1.14 0.42 0.04
C -0.10 0.02 -1.90
C -1.31 0.55 -1.39
C -2.12 0.89 0.92
C -3.32 1.37 0.43
C -2.51 1.08 -1.86
C -3.46 1.56 -0.97
N 0.08 -0.08 0.39
H 1.47 0.25 1.84
H 1.73 -0.65 -0.75
H -1.95 1.09 1.93
H 0.19 1.15 -3.58
H -0.43 -0.42 -4.00
H -4.13 1.66 1.08
H -2.69 1.05 -2.93
H -4.38 1.78 -1.50
H 1.32 -0.25 -3.31
C 3.21 -2.15 3.09
C 2.99 -0.92 2.33
O 1.76 -0.44 2.56
O 3.86 -0.23 1.85
H 2.38 -2.84 3.05
H 3.34 -2.06 4.15
H 4.19 -2.61 2.74

## Properties
molar mass = 190.2 g mol⁻¹
multiplicity = 1
LUMO = 3.373 eV
energy relative to the best compared isomer or geometry (same formula, charge and spin) = 178.50 kJ/mol
charge = -1

These are the natural (NBO) partial charges, in e, on atoms 1 to 5: -0.645 -0.070 0.126 -0.136 -0.142

---

(3)
This record from OMol25 describes 2 unconnected molecules or ions with the total composition C11H12NO2. The level of theory is wB97M-V/def2-TZVPD.

Positions of all 26 atoms, in Å:
C 0.90 3.75 1.99
C 0.21 4.29 0.70
O 0.94 4.87 -0.12
O -1.01 4.01 0.62
H 1.27 2.76 1.75
H 0.22 3.79 2.83
H 1.79 4.36 2.20
C 0.56 -4.32 1.06
C -0.68 -1.56 -1.14
C 0.10 -1.97 -0.05
C -0.11 -3.39 0.09
C -0.99 -3.75 -0.87
C 0.05 0.73 -0.90
C -0.72 -0.23 -1.54
C 0.80 0.30 0.21
C 0.90 -1.02 0.60
N -1.33 -2.65 -1.64
H 0.01 1.73 -1.25
H -1.39 0.07 -2.34
H 1.40 1.04 0.71
H 1.45 -1.28 1.50
H -2.06 -2.66 -2.33
H -1.33 -4.71 -1.23
H 1.60 -4.50 0.77
H -0.01 -5.24 1.17
H 0.60 -3.84 2.03

## Properties
molar mass = 190.2 g mol⁻¹
multiplicity = 1
LUMO = 2.726 eV
energy relative to the best compared isomer or geometry (same formula, charge and spin) = 94.92 kJ/mol
charge = -1

These are the natural (NBO) partial charges, in e, on atoms 1 to 5: -0.737 0.759 -0.794 -0.799 0.189

---

(4)
This record from OMol25 describes 2 unconnected molecules or ions with the total composition C11H12NO2. The level of theory is wB97M-V/def2-TZVPD.

Positions of all 26 atoms, in Å:
C 2.56 1.81 -1.23
C 1.30 -0.32 -1.03
C -0.81 0.20 -0.63
C 1.31 1.04 -0.94
C -0.04 1.40 -0.69
C -2.18 0.17 -0.76
C -2.86 1.35 -0.48
C -0.78 2.58 -0.59
C -2.16 2.57 -0.53
N 0.05 -0.84 -0.97
H -0.11 -1.74 -0.52
H 2.10 -0.96 -1.36
H -2.77 -0.74 -0.74
H 3.38 1.55 -0.57
H 2.50 2.88 -1.18
H -3.93 1.42 -0.65
H -0.33 3.57 -0.59
H -2.68 3.51 -0.38
H 2.88 1.66 -2.27
C 0.49 -3.15 2.92
C 0.30 -2.75 1.47
O -0.85 -2.38 1.14
O 1.28 -2.91 0.71
H 1.50 -3.04 3.31
H 0.12 -4.18 2.98
H -0.26 -2.67 3.56

## Properties
molar mass = 190.2 g mol⁻¹
multiplicity = 1
LUMO = 3.520 eV
energy relative to the best compared isomer or geometry (same formula, charge and spin) = 84.33 kJ/mol
charge = -1

These are the natural (NBO) partial charges, in e, on atoms 1 to 5: -0.619 0.047 0.158 -0.152 -0.081

---

(5)
This record from OMol25 describes 2 unconnected molecules or ions with the total composition C11H12NO2. The level of theory is wB97M-V/def2-TZVPD.

Positions of all 26 atoms, in Å:
C 3.20 -3.32 -0.96
C 2.02 -2.65 -0.15
O 0.79 -2.78 -0.41
O 2.55 -1.98 0.78
H 4.12 -3.26 -0.36
H 3.12 -3.23 -2.06
H 3.09 -4.38 -0.80
C -2.86 2.12 -1.59
C -0.78 0.64 -1.88
C -1.61 1.38 -1.15
C -0.17 0.38 0.29
C -1.20 1.37 0.26
C 0.64 0.14 1.48
C -1.51 2.02 1.49
C 0.29 0.75 2.61
C -0.71 1.74 2.55
N 0.06 -0.12 -0.98
H -0.67 0.57 -3.01
H 0.39 -1.11 -1.02
H -2.88 3.21 -1.30
H -3.53 1.46 -1.06
H 1.28 -0.73 1.35
H -2.30 2.78 1.47
H 0.93 0.72 3.56
H -0.97 2.28 3.53
H -3.28 2.01 -2.64

## Properties
molar mass = 190.2 g mol⁻¹
multiplicity = 1
LUMO = 3.351 eV
energy relative to the best compared isomer or geometry (same formula, charge and spin) = 205.25 kJ/mol
charge = -1

These are the natural (NBO) partial charges, in e, on atoms 1 to 5: -0.759 0.778 -0.798 -0.770 0.225

---

(6)
This record from OMol25 describes 2 unconnected molecules or ions with the total composition C11H12NO2. The level of theory is wB97M-V/def2-TZVPD.

Positions of all 26 atoms, in Å:
C 0.56 -1.73 3.49
C 1.52 -0.51 1.41
C -0.34 0.04 0.36
C 0.45 -0.94 2.25
C -0.75 -0.65 1.53
C -1.19 0.64 -0.52
C -2.57 0.62 -0.19
C -2.11 -0.72 1.79
C -3.00 -0.04 0.94
N 1.06 0.10 0.35
H 1.65 0.40 -0.53
H 2.56 -0.56 1.72
H -0.92 1.09 -1.47
H 1.55 -1.67 3.92
H 0.27 -2.76 3.23
H -3.17 1.33 -0.75
H -2.66 -1.40 2.45
H -4.05 -0.06 1.20
H -0.13 -1.44 4.27
C 1.23 1.54 -4.04
C 2.16 0.74 -3.11
O 1.78 0.77 -1.88
O 3.08 0.10 -3.59
H 0.71 2.29 -3.45
H 0.57 0.82 -4.47
H 1.72 2.01 -4.89

## Properties
molar mass = 190.2 g mol⁻¹
multiplicity = 2
LUMO (spin up / spin down) = -0.215 / -3.268 eV
energy relative to the best compared isomer or geometry (same formula, charge and spin) = 57.86 kJ/mol
charge = 0

These are the natural (NBO) partial charges, in e, on atoms 1 to 5: -0.668 0.065 0.211 0.137 -0.190